Record 1
9 unconnected molecules or ions with the total composition H19O9 in a non-equilibrium geometry. Source: OMol25; level of theory: the ωB97M-V functional and the def2-TZVPD basis.

```
28
H19O9 | OMol25 | the ωB97M-V functional and the def2-TZVPD basis
O -0.662 -2.253 4.136
H 1.579 0.958 1.003
H -0.445 2.608 -1.317
O 1.601 1.425 -2.294
H 3.746 0.606 1.781
O 0.117 3.013 -0.506
H 2.374 1.403 -2.842
H -0.676 3.509 -0.079
O 0.192 -2.163 -0.719
H 0.814 -2.831 -0.921
H -0.088 -2.359 0.187
O -1.004 1.741 -2.342
H -0.289 1.633 -2.974
H -1.462 0.878 -2.280
O 3.353 -0.077 1.227
H 0.243 2.247 0.129
H 3.360 -0.903 1.694
O -1.914 -1.951 1.483
H -0.596 -2.094 3.186
H -2.185 -2.587 2.155
O 0.758 0.633 0.598
H 1.002 -0.274 0.362
H -2.646 -1.340 1.349
O -2.570 -0.322 -1.648
H -3.506 -0.534 -1.645
H -2.079 -1.102 -1.366
H -0.659 -1.350 4.467
H 1.729 0.772 -1.596
```

## Properties
Kohn-Sham gap (alpha / beta): 2.96 / 11.43 eV
net charge: 0
DFT total energy: -18732.724 eV
2S+1: 2
energy relative to the best compared isomer or geometry (same formula, charge and spin): 0.000 eV

Record 2
9 unconnected molecules or ions with the total composition H19O9 in a non-equilibrium geometry. Source: OMol25; level of theory: the ωB97M-V functional and the def2-TZVPD basis.

```
28
H19O9 | OMol25 | the ωB97M-V functional and the def2-TZVPD basis
O -0.386 -2.372 0.136
H 0.659 0.753 1.517
H 0.474 3.778 -0.487
O 0.819 0.664 -3.311
H 0.928 -0.319 -3.812
O 1.430 -3.178 1.954
H -0.241 0.601 -2.098
H 2.372 -3.096 1.942
O -0.406 0.535 -1.053
H 0.897 -4.036 2.163
H 0.962 1.236 -4.127
O -0.610 1.978 2.506
H 2.020 1.404 0.817
H -0.960 1.926 3.412
O 1.127 1.015 0.694
H -0.698 1.603 -0.732
H -1.243 2.336 2.008
O -0.499 -0.956 2.617
H -0.759 -3.174 0.731
H -0.170 -0.444 3.333
O -1.565 -1.342 -2.452
H 0.527 0.295 -0.861
H -1.287 -0.507 2.328
O 0.126 3.265 -1.117
H -1.856 -1.934 -1.694
H -2.306 -1.411 -3.148
H 0.396 -2.223 0.641
H 0.252 3.602 -1.909
```

## Properties
Kohn-Sham gap: 10.37 eV
net charge: +1
DFT total energy: -18726.963 eV
energy relative to the best compared isomer or geometry (same formula, charge and spin): 4.721 eV

Record 3
2 unconnected molecules or ions with the total composition H2 in a non-equilibrium geometry. Source: OMol25; level of theory: the ωB97M-V functional and the def2-TZVPD basis.

```
2
H2 | OMol25 | the ωB97M-V functional and the def2-TZVPD basis
H 0.000 0.000 1.096
H 0.000 0.000 -1.096
```

## Properties
Kohn-Sham gap: 7.42 eV
net charge: 0
DFT total energy: -26.028 eV
energy relative to the best compared isomer or geometry (same formula, charge and spin): 5.561 eV

Record 4
2 unconnected molecules or ions with the total composition H2 in a non-equilibrium geometry. Source: OMol25; level of theory: the ωB97M-V functional and the def2-TZVPD basis.

```
2
H2 | OMol25 | the ωB97M-V functional and the def2-TZVPD basis
H 0.042 -0.372 0.409
H -0.042 0.372 -0.409
```

## Properties
Kohn-Sham gap: 14.01 eV
net charge: 0
DFT total energy: -30.315 eV
energy relative to the best compared isomer or geometry (same formula, charge and spin): 1.274 eV

Record 5
A molecular structure, H20Mg3O30S5 in a non-equilibrium geometry. Source: OMol25; level of theory: the ωB97M-V functional and the def2-TZVPD basis.

```
58
H20Mg3O30S5 | OMol25 | the ωB97M-V functional and the def2-TZVPD basis
Mg -0.937 3.390 -2.081
Mg -3.383 -3.668 -2.054
Mg 5.165 -0.713 -1.541
S 0.215 -0.888 0.873
O -0.337 0.413 0.458
O -0.587 -1.893 0.159
O 1.648 -1.043 0.508
O -0.042 -1.089 2.246
S -1.609 8.264 -0.410
O -1.303 9.125 -1.548
O -0.471 8.214 0.532
O -2.797 8.806 0.194
O -1.856 6.937 -0.775
S -5.840 1.079 -2.105
O -6.443 1.682 -0.901
O -5.443 -0.291 -1.895
O -6.751 1.121 -3.227
O -4.724 1.937 -2.468
S 4.397 4.563 -1.355
O 5.179 5.345 -2.364
O 4.437 5.313 -0.081
O 2.973 4.423 -1.728
O 4.980 3.229 -1.112
S 2.185 1.356 -5.799
O 2.088 0.388 -6.881
O 2.872 0.542 -4.771
O 2.932 2.576 -6.150
O 0.854 1.723 -5.318
O 4.419 -4.159 -2.177
H 4.770 -4.975 -1.822
H 3.511 -4.137 -1.876
O 3.645 -0.983 5.678
H 4.092 -1.812 5.508
H 2.823 -1.049 5.191
O 0.944 3.856 3.545
H 0.807 3.006 3.126
H 0.672 3.723 4.453
O -0.495 -5.758 3.853
H -0.444 -4.825 3.643
H -1.045 -5.798 4.635
O -1.592 -0.464 7.720
H -1.364 -0.392 6.793
H -1.824 0.427 7.980
O -5.119 0.076 3.447
H -5.488 0.425 2.636
H -4.177 0.031 3.283
O -2.078 -1.783 -5.255
H -1.763 -2.202 -6.056
H -1.660 -0.922 -5.254
O 7.242 -1.668 1.532
H 7.084 -2.037 2.401
H 8.193 -1.567 1.485
O -1.174 -6.574 -2.778
H -0.526 -7.046 -2.256
H -1.264 -7.094 -3.577
O -5.013 -5.591 0.924
H -4.969 -6.456 1.332
H -5.607 -5.091 1.483
```

## Properties
Kohn-Sham gap: 1.72 eV
net charge: -4
DFT total energy: -132238.313 eV
energy relative to the best compared isomer or geometry (same formula, charge and spin): 32.322 eV

Record 6
11 unconnected molecules or ions with the total composition H20NO13 in a non-equilibrium geometry. Source: OMol25; level of theory: the ωB97M-V functional and the def2-TZVPD basis.

```
34
H20NO13 | OMol25 | the ωB97M-V functional and the def2-TZVPD basis
N -8.104 -13.094 25.690
O -9.182 -13.216 25.128
O -7.754 -11.917 25.995
O -7.183 -13.968 25.548
O -5.028 -12.689 27.420
H -5.079 -11.946 28.017
H -5.960 -12.853 27.182
O -5.334 -16.069 24.555
H -5.060 -15.424 23.959
H -6.026 -15.583 24.927
O -7.080 -9.447 27.180
H -7.253 -9.966 26.386
H -6.176 -9.389 27.315
O -8.700 -10.884 23.391
H -8.808 -11.578 22.800
H -8.682 -11.353 24.207
O -4.714 -11.215 24.912
H -4.985 -11.634 25.711
H -3.786 -11.326 24.868
O -8.481 -15.363 22.523
H -7.866 -16.055 22.303
H -8.895 -15.628 23.388
O -9.925 -9.955 27.328
H -9.008 -10.242 27.289
H -9.918 -9.223 27.967
O -11.380 -12.339 23.791
H -10.566 -12.604 24.272
H -10.951 -11.867 23.091
O -9.797 -16.007 24.938
H -10.486 -15.573 24.460
H -9.600 -15.343 25.563
O -6.048 -13.196 23.300
H -6.602 -13.477 24.009
H -5.488 -12.452 23.569
```

## Properties
Kohn-Sham gap: 9.98 eV
net charge: -1
DFT total energy: -28431.504 eV
energy relative to the best compared isomer or geometry (same formula, charge and spin): 1.920 eV

Record 7
10 unconnected molecules or ions with the total composition H20O10 in a non-equilibrium geometry. Source: OMol25; level of theory: the ωB97M-V functional and the def2-TZVPD basis.

```
30
H20O10 | OMol25 | the ωB97M-V functional and the def2-TZVPD basis
O -4.111 -0.807 -0.247
H -3.064 -0.887 -0.372
H -3.998 -1.595 0.285
O 1.697 0.421 1.469
H 1.111 0.753 0.748
H 2.506 0.046 1.069
O 2.269 -0.475 -2.525
H 2.114 -1.253 -2.089
H 1.563 -0.131 -3.072
O -1.746 -1.697 1.855
H -2.213 -1.467 2.684
H -1.223 -2.514 1.835
O -1.447 3.344 -2.038
H -2.266 2.853 -1.613
H -1.126 3.439 -1.151
O 2.579 -2.149 1.191
H 2.629 -2.093 0.179
H 1.634 -1.966 1.199
O 2.199 2.647 -0.879
H 2.186 3.057 -0.026
H 2.069 1.687 -0.881
O 0.067 -3.674 0.552
H 0.093 -3.647 -0.418
H 0.791 -4.204 0.843
O -0.231 2.712 2.439
H 0.391 2.208 2.798
H -0.846 3.362 2.652
O -1.183 -0.062 -1.967
H -1.184 0.696 -1.350
H -2.010 -0.188 -2.361
```

## Properties
Kohn-Sham gap (alpha / beta): 2.60 / 10.13 eV
net charge: -1
DFT total energy: -20797.280 eV
2S+1: 2
energy relative to the best compared isomer or geometry (same formula, charge and spin): 3.111 eV

Record 8
10 unconnected molecules or ions with the total composition H20O10 in a non-equilibrium geometry. Source: OMol25; level of theory: the ωB97M-V functional and the def2-TZVPD basis.

```
30
H20O10 | OMol25 | the ωB97M-V functional and the def2-TZVPD basis
H 0.592 0.023 -0.105
H -0.667 0.889 -0.383
H 0.114 -4.040 -3.324
H 0.357 -3.249 -1.983
H -5.045 1.506 -1.402
H -5.740 1.239 -0.087
H 0.993 -1.129 3.576
H 0.497 -0.094 2.596
H 4.496 2.008 1.477
H 4.064 1.417 0.081
H 2.991 -2.633 0.130
H 2.961 -2.054 1.585
H -2.970 -1.182 3.424
H -2.697 -1.365 1.892
H 4.491 2.134 -1.896
H 3.020 2.194 -2.364
H -3.167 -1.535 -2.524
H -1.728 -1.767 -2.122
H -2.344 4.757 -0.260
H -1.144 4.327 -1.096
O -0.289 0.182 0.169
O 0.768 -3.873 -2.535
O -4.924 1.053 -0.572
O 0.180 -0.622 3.436
O 4.773 1.836 0.620
O 2.656 -1.919 0.655
O -2.256 -1.291 2.748
O 3.647 1.770 -1.758
O -2.505 -1.269 -1.806
O -1.933 3.951 -0.610
```

## Properties
Kohn-Sham gap: 10.30 eV
net charge: 0
DFT total energy: -20798.053 eV
SMILES: O.O.O.O.O.O.O.O.O.O
energy relative to the best compared isomer or geometry (same formula, charge and spin): 4.559 eV

Record 9
10 unconnected molecules or ions with the total composition H20O10 in a non-equilibrium geometry. Source: OMol25; level of theory: the ωB97M-V functional and the def2-TZVPD basis.

```
30
H20O10 | OMol25 | the ωB97M-V functional and the def2-TZVPD basis
H -0.405 0.120 -0.316
H 0.535 1.330 -0.440
H -3.374 0.423 -1.848
H -4.979 0.234 -1.512
H 1.620 -1.606 -2.045
H 0.362 -0.910 -1.497
H -1.795 -3.302 1.718
H -0.320 -3.455 1.918
H -0.525 -0.910 4.054
H -0.194 -1.700 2.691
H -3.417 3.336 1.679
H -3.657 3.832 0.230
H 5.545 0.624 -1.864
H 4.520 1.725 -1.818
H 2.204 -0.712 0.881
H 3.048 0.348 0.475
H -2.245 -2.453 -2.191
H -0.964 -2.784 -2.904
H 3.021 2.892 0.400
H 2.273 1.755 -0.232
O -0.107 0.939 0.111
O -4.324 0.406 -2.179
O 0.856 -1.066 -2.269
O -1.123 -3.994 2.025
O 0.186 -1.082 3.352
O -3.691 4.114 1.145
O 4.683 0.786 -1.416
O 2.281 0.285 0.955
O -1.253 -2.435 -2.049
O 2.336 2.198 0.654
```

## Properties
Kohn-Sham gap: 10.25 eV
net charge: 0
DFT total energy: -20795.940 eV
SMILES: O.O.O.O.O.O.O.O.O.O
energy relative to the best compared isomer or geometry (same formula, charge and spin): 6.672 eV